(1)
Entry from the OMol25 dataset: a structure of composition C4H10N2 (ωB97M-V/def2-TZVPD).

Structure (XYZ):
```
16
Properties=species:S:1:pos:R:3:forces:R:3:mulliken_charge:R:1
C 0.45540 -2.06638 0.47010 -1.51 0.04 1.42 -0.45
H 0.63542 2.72106 -2.70635 0.25 -1.88 -0.58 0.08
H -0.24891 -2.83084 0.82826 0.45 -0.01 -0.31 0.23
H 0.30133 2.18037 0.46622 -1.00 -0.84 -0.85 0.26
H 0.81727 1.81536 -1.15925 0.11 -0.70 1.20 -0.13
H -0.66801 1.03682 -0.77669 0.46 0.54 1.02 0.42
H 1.40299 -2.32375 0.08530 1.08 -0.54 -0.90 0.31
C 0.29763 1.35256 -0.30234 0.01 1.34 -0.41 -0.75
H 1.86892 -0.21456 -0.38317 -1.07 0.48 0.87 0.37
H 1.43234 0.41810 1.28586 0.51 0.56 -0.67 0.24
H -1.95254 -0.58759 1.78297 2.48 1.58 1.48 0.30
C -2.72048 -1.08627 1.38307 -2.18 -1.36 -1.47 0.08
H 0.73005 1.92168 -2.74887 -0.25 2.23 -0.50 0.01
N 0.13964 -0.87525 0.71387 -0.79 -0.13 -0.79 -0.24
N -3.50962 -1.64003 0.77201 -0.43 -0.28 -0.03 -0.37
C 1.01856 0.17871 0.28900 1.88 -1.03 0.51 -0.36
```
Positions in Å, forces in eV/Å.

Multiplicity: 1
Kohn-Sham gap: 11.15 eV
Energy: -267.79146 Ha
Relative energy (zero: lowest compared OMol25 entry of this formula, charge and spin): 351.5 kJ/mol
HOMO level: -10.1 eV



(2)
Entry from the OMol25 dataset: a cluster of 2 separate species, C4H10N2 in total (ωB97M-V/def2-TZVPD).

Structure (XYZ):
```
16
Properties=species:S:1:pos:R:3:forces:R:3:mulliken_charge:R:1
H 0.70250 -2.42790 -0.63085 -0.88 -2.20 -0.14 0.28
C -1.86647 -0.63444 1.26263 0.61 -0.86 0.82 -1.14
N 0.94024 -0.64408 0.23569 -4.37 -0.67 -0.54 -0.16
H 1.57015 0.84494 1.17356 0.74 -0.07 -1.87 0.26
N 1.72063 0.42386 0.21320 1.37 3.52 1.54 -0.51
C -1.04657 -0.08309 0.15528 2.94 -1.09 -0.07 0.69
H -0.92256 0.79429 -1.81065 1.37 0.06 -0.52 0.28
H 2.24446 -1.54693 -0.86672 1.60 -0.95 -0.43 0.37
H 1.77250 1.21200 -0.54312 -0.83 -2.05 1.18 0.22
H -2.49057 0.67468 -1.14547 -0.74 0.10 0.43 0.29
H -2.38755 0.01133 1.96221 0.49 0.91 -0.02 0.32
H -1.26083 -1.32488 1.90696 -0.60 0.37 -0.76 0.28
H 0.85915 -1.03501 -1.79507 -0.15 -0.64 -0.65 0.30
H -2.70642 -1.13211 0.81029 -0.23 -0.84 -0.19 0.31
C -1.45170 0.48390 -0.94943 -0.64 0.08 0.06 -0.95
C 1.19722 -1.57203 -0.91322 -0.67 4.32 1.18 -0.84
```
Positions in Å, forces in eV/Å.

Multiplicity: 1
Kohn-Sham gap: 8.58 eV
Energy: -267.73622 Ha
Relative energy (zero: lowest compared OMol25 entry of this formula, charge and spin): 496.5 kJ/mol
HOMO level: -7.6 eV



(3)
Entry from the OMol25 dataset: an isolated molecule of C4H10N2 (ωB97M-V/def2-TZVPD).

Structure (XYZ):
```
16
Properties=species:S:1:pos:R:3:forces:R:3:mulliken_charge:R:1
H 3.12796 0.02131 0.42427 -1.73 0.64 -0.62 0.29
H 1.92954 1.44263 0.54242 0.46 -1.47 -1.13 0.24
H -3.34621 -1.29159 0.61787 0.85 2.34 -1.47 0.24
H -1.51663 1.27007 -1.33442 0.55 -0.70 1.03 0.40
H 1.91600 0.33683 -0.99669 0.77 0.41 1.18 0.25
H 1.10880 -1.52420 0.96124 0.52 1.10 -0.18 0.30
C -0.23133 -0.38389 -0.24162 -1.93 2.72 1.25 -0.49
C 0.97304 -0.43699 0.71501 -2.47 -1.91 -1.52 -0.57
H 0.59840 0.06814 1.54946 -0.40 0.34 1.85 0.33
C 2.06182 0.37477 0.12414 2.38 1.07 -0.24 -0.86
H -0.46873 -1.09524 -0.97492 -0.17 -1.29 -0.56 0.51
C -1.06367 0.87890 -0.36887 1.50 1.30 1.86 -0.35
N -1.98087 0.21133 0.59809 4.78 0.57 0.73 -0.29
H -0.52107 1.76325 0.25592 -1.51 -1.78 -1.76 0.14
H -3.31456 -0.14806 -0.85185 0.25 -0.91 1.42 0.21
N -3.00291 -0.38969 0.12559 -3.86 -2.45 -1.86 -0.34
```
Positions in Å, forces in eV/Å.

Multiplicity: 1
Kohn-Sham gap (alpha / beta): 7.85 / 7.84 eV
Energy: -267.74370 Ha
Relative energy (zero: lowest compared OMol25 entry of this formula, charge and spin): 476.9 kJ/mol
HOMO level (alpha / beta): -6.7 / -6.7 eV



- Which value of energy does entry 3 give?
  -267.74370 Ha